Entry from OMol25: 2 unconnected molecules or ions with the total composition C2H5FO2S at a distorted geometry (ωB97M-V/def2-TZVPD).

HOMO level: -10.55 eV
gap between HOMO and LUMO: 10.98 eV
LUMO energy: 0.0158 hartree

Geometry (Å):
C: -0.37 -2.12 -1.34
C: -0.19 -0.88 -1.67
O: 1.02 0.93 2.01
O: -1.06 2.06 1.55
F: 1.17 3.39 1.43
S: 0.25 1.95 1.02
H: 0.48 0.70 2.84
H: -0.32 -2.38 -0.27
H: -0.66 -2.94 -1.90
H: 0.04 -0.12 -0.95
H: -0.35 -0.60 -2.72

---

Entry from OMol25: 2 unconnected molecules or ions with the total composition C9H20N4O at a distorted geometry (ωB97M-V/def2-TZVPD).

HOMO level: -17.38 eV
gap between HOMO and LUMO: 9.42 eV
total charge: +2
LUMO energy: -0.2924 hartree

Geometry (Å):
C: -1.05 -1.85 0.86
C: 2.99 0.22 1.23
C: 2.49 2.17 -0.35
C: -2.87 2.44 -0.13
C: 2.02 -2.32 -1.00
C: -2.27 -2.15 -1.07
C: 3.37 1.60 0.73
C: -2.94 0.90 -0.21
C: -1.60 0.33 -0.06
N: 2.40 -0.61 0.55
N: -0.48 -2.47 1.62
N: 1.61 -1.33 0.03
N: -1.67 -1.29 -0.09
O: -0.85 0.56 1.13
H: 3.59 -0.21 2.13
H: 2.81 1.93 -1.32
H: 2.63 3.26 -0.18
H: 1.38 1.87 -0.15
H: -2.84 2.81 0.89
H: -3.68 2.78 -0.67
H: -2.01 2.71 -0.73
H: 2.99 -2.13 -1.41
H: 1.35 -2.13 -1.82
H: 1.94 -3.39 -0.71
H: -2.01 -3.22 -0.84
H: -3.44 -1.95 -1.05
H: -1.97 -2.00 -2.13
H: 3.46 2.33 1.61
H: 4.29 1.27 0.40
H: -3.28 0.72 -1.17
H: -3.59 0.49 0.56
H: -1.10 0.68 -0.95
H: -0.35 -3.17 2.44
H: -1.32 1.14 1.84

---

Entry from OMol25: a molecular structure, C3H3O3Rb at a distorted geometry (ωB97M-V/def2-TZVPD).

HOMO level (spin up / spin down): -5.54 / -5.54 eV
gap between HOMO and LUMO (spin up / spin down): 5.11 / 5.11 eV
LUMO energy (spin up / spin down): -0.0159 / -0.0160 hartree

Geometry (Å):
H: -0.62 3.65 1.75
O: 0.97 0.87 1.16
C: 0.34 -0.15 1.43
C: 0.26 -1.28 0.52
O: -0.64 -1.16 -0.40
C: -0.66 -2.18 -1.37
O: -0.43 -1.55 -2.45
Rb: 1.37 4.25 0.12
H: -0.09 -0.31 2.44
H: -0.49 -2.14 -3.21

---

Entry from OMol25: a gas-phase ion, C6H12N (charge +1) at a distorted geometry (ωB97M-V/def2-TZVPD).

HOMO level: -14.34 eV
structure (SMILES): C=C[N+](C)=C(C)C
gap between HOMO and LUMO: 8.78 eV
total charge: +1
LUMO energy: -0.2044 hartree

Geometry (Å):
C: -1.17 1.22 2.12
C: -1.32 1.22 0.73
N: -0.18 0.68 0.00
C: 0.48 1.39 -0.99
C: 0.12 -0.62 -0.01
C: 1.48 -1.01 -0.11
C: -1.02 -1.27 -0.70
H: -1.88 1.51 2.94
H: -0.19 1.17 2.43
H: -2.11 1.10 0.01
H: 0.51 0.98 -2.06
H: 1.59 1.64 -0.95
H: -0.17 2.27 -1.19
H: 2.00 -0.09 -0.28
H: 1.70 -1.74 -0.82
H: 1.84 -1.43 0.87
H: -0.92 -0.84 -1.69
H: -1.97 -0.98 -0.31
H: -0.94 -2.33 -0.71

---

Entry from OMol25: a molecular structure, C4H16B2CsO2S at a distorted geometry (ωB97M-V/def2-TZVPD).

HOMO level: -5.58 eV
gap between HOMO and LUMO: 7.71 eV
total charge: -1
LUMO energy: 0.0782 hartree

Geometry (Å):
Cs: -1.20 1.71 1.77
B: -1.28 -1.59 2.90
H: -1.62 -1.90 3.98
H: -0.12 -1.40 2.98
H: -1.56 -2.43 2.14
H: -1.85 -0.63 2.63
B: -2.96 1.29 -0.67
H: -3.28 2.35 -0.36
H: -3.00 0.55 0.19
H: -3.57 0.88 -1.58
H: -1.84 1.36 -0.91
C: 1.03 -1.21 -0.80
C: 0.70 -0.23 -1.94
C: 1.68 0.94 -1.87
S: 2.26 1.06 -0.12
O: 1.40 2.10 0.45
O: 3.68 1.24 -0.06
C: 1.65 -0.56 0.41
H: 1.75 -1.89 -1.26
H: 0.19 -1.86 -0.58
H: -0.28 0.22 -1.75
H: 0.57 -0.80 -2.85
H: 1.43 1.92 -2.28
H: 2.58 0.66 -2.44
H: 1.11 -0.64 1.35
H: 2.54 -1.15 0.67

---

Entry from OMol25: a molecular structure, C17H21N4O5S3Ti at a distorted geometry (ωB97M-V/def2-TZVPD).

HOMO level (spin up / spin down): -2.65 / -2.66 eV
gap between HOMO and LUMO (spin up / spin down): 4.97 / 4.98 eV
total charge: -1
LUMO energy (spin up / spin down): 0.0851 / 0.0851 hartree

Geometry (Å):
Ti: -0.33 0.18 0.78
C: 1.67 -5.43 -0.65
C: 1.97 -4.06 -1.25
N: 2.34 -3.07 -0.26
C: 1.39 -2.34 0.40
S: 1.95 -0.99 1.39
N: 0.15 -2.70 0.29
N: -0.63 -1.72 0.89
C: -1.89 -1.95 1.30
C: -2.62 -3.18 0.85
C: -2.38 -0.96 2.16
C: -3.65 -0.99 2.82
C: -4.00 -0.06 3.74
C: -3.08 1.01 4.04
C: -1.92 1.05 3.35
N: -1.53 0.13 2.43
H: 1.45 -6.16 -1.44
H: 0.81 -5.37 0.01
H: 2.52 -5.80 -0.07
H: 1.08 -3.69 -1.76
H: 2.77 -4.13 -1.98
H: 3.29 -2.75 -0.18
H: -2.13 -4.08 1.23
H: -2.60 -3.23 -0.24
H: -3.66 -3.18 1.18
H: -4.33 -1.81 2.59
H: -4.95 -0.11 4.24
H: -3.32 1.78 4.76
H: -1.21 1.86 3.50
O: -1.23 1.76 -2.52
S: -1.34 0.59 -1.67
O: -1.80 1.01 -0.25
O: 0.04 0.07 -1.28
O: -2.17 -0.48 -2.17
C: 3.35 2.66 0.53
S: 2.05 1.79 -0.32
O: 0.93 1.85 0.74
C: 1.57 3.00 -1.52
C: 0.80 4.10 -1.17
C: 0.42 4.98 -2.17
C: 0.81 4.76 -3.48
C: 1.58 3.65 -3.82
C: 1.95 2.75 -2.83
H: 2.98 3.63 0.86
H: 4.19 2.78 -0.15
H: 3.63 2.04 1.37
H: 0.46 4.21 -0.15
H: -0.21 5.83 -1.92
H: 0.50 5.45 -4.26
H: 1.84 3.46 -4.85
H: 2.48 1.85 -3.08

---

Entry from OMol25: C3H5N3 in the gas phase (ωB97M-V/def2-TZVPD).

HOMO level: -8.17 eV
structure (SMILES): Nc1cc[nH]n1
gap between HOMO and LUMO: 9.34 eV
LUMO energy: 0.0431 hartree

Geometry (Å):
N: -1.94 -0.42 0.23
C: -0.59 -0.25 -0.01
C: 0.11 0.99 0.06
C: 1.42 0.63 0.06
N: 1.47 -0.73 -0.05
N: 0.22 -1.27 -0.16
H: -2.56 0.33 -0.01
H: -2.31 -1.35 0.19
H: -0.31 1.99 0.06
H: 2.31 1.21 0.28
H: 2.18 -1.17 -0.63

---

Entry from OMol25: a molecular structure, C32H36BaF3N2O5Sb at a distorted geometry (ωB97M-V/def2-TZVPD).

HOMO level: -2.48 eV
gap between HOMO and LUMO: 6.78 eV
total charge: -2
LUMO energy: 0.1579 hartree

Geometry (Å):
Ba: 0.26 1.81 0.96
O: 2.30 0.09 1.60
C: 3.14 0.94 0.82
C: 2.75 0.99 -0.69
N: 1.81 2.01 -1.17
C: 0.95 1.59 -2.28
C: 0.16 0.27 -2.03
O: 0.27 -0.60 -2.91
O: -0.52 0.18 -0.97
C: 2.40 3.34 -1.30
C: 2.64 4.09 0.04
O: 3.74 4.65 0.15
O: 1.68 4.06 0.87
H: 2.15 0.48 2.50
H: 4.16 0.54 0.84
H: 3.19 1.94 1.27
H: 2.34 0.00 -0.93
H: 3.70 1.09 -1.23
H: 1.51 1.43 -3.21
H: 0.22 2.38 -2.45
H: 1.70 3.96 -1.87
H: 3.35 3.30 -1.86
C: -3.00 -1.25 2.93
C: -2.96 -1.12 4.31
C: -1.86 -0.52 4.90
C: -0.80 -0.07 4.10
N: -0.87 -0.19 2.77
C: -1.93 -0.75 2.21
C: 0.42 0.56 4.69
C: 0.83 0.10 5.95
C: 1.95 0.65 6.56
C: 2.63 1.67 5.91
C: 2.21 2.10 4.66
C: 1.09 1.58 3.98
H: -3.84 -1.70 2.43
H: -3.78 -1.46 4.93
H: -1.82 -0.37 5.97
H: -1.93 -0.79 1.12
H: 0.31 -0.72 6.43
H: 2.28 0.27 7.53
H: 3.51 2.11 6.38
H: 2.78 2.89 4.19
C: 2.60 -3.11 -2.89
C: 1.30 -3.69 -2.34
Sb: 0.77 -2.78 -0.44
C: -1.28 -3.46 -0.44
C: -1.50 -4.89 -0.92
C: 1.51 -4.45 0.77
C: 2.94 -4.19 1.23
H: 2.88 -3.56 -3.84
H: 3.44 -3.25 -2.20
H: 2.48 -2.03 -3.05
H: 1.37 -4.78 -2.21
H: 0.48 -3.47 -3.01
H: -1.81 -2.74 -1.06
H: -1.64 -3.33 0.58
H: -1.16 -5.02 -1.95
H: -2.55 -5.17 -0.88
H: -0.94 -5.60 -0.31
H: 1.45 -5.38 0.20
H: 0.84 -4.55 1.63
H: 3.62 -4.07 0.38
H: 3.34 -5.00 1.85
H: 3.00 -3.27 1.82
F: -5.49 3.66 -6.50
C: -4.43 2.86 -6.22
F: -4.76 1.63 -6.67
F: -3.42 3.28 -7.03
C: -4.07 2.87 -4.77
C: -3.32 1.83 -4.24
C: -2.94 1.85 -2.91
C: -3.29 2.92 -2.07
C: -4.04 3.97 -2.63
C: -4.42 3.95 -3.96
C: -2.89 2.93 -0.71
C: -2.49 2.94 0.46
H: -3.03 0.99 -4.86
H: -2.37 1.03 -2.49
H: -4.32 4.80 -2.00
H: -5.00 4.76 -4.38

---

Result set for ΔE to the lowest compared entry with this formula, charge and spin: 53.42, 282.90, 716.81, 405.03, 22.68, 65.94, 68.34, 55.65 kJ/mol, one per record in the order listed.
Result set for E: -727.67644, -648.40506, -365.61978, -290.16764, -780.43993, -3299.83094, -281.56402, -2292.10352 Eh, one per record in the order listed.